Entry 1:
Formula: C7H14O2
Source: OMol25
Level of theory: ωB97M-V/def2-TZVPD

Values from the calculation:
LUMO: -0.8 eV
E: -11568.1018 eV
Energy above the lowest of the compared OMol25 structures with the same formula, charge and spin: 1274.26 kJ/mol

Last column: natural (NBO) charge in e.
CARTESIAN COORDINATES (ANGSTROEM)
C (-0.796840, -1.658773, -1.417038)  -0.6324
C (-0.347083, -1.237945, 0.073578)  -0.1807
C (0.093462, 0.033868, 0.273096)  -0.0925
C (-0.149828, 0.561011, 1.736686)  -0.4658
C (1.019158, 0.004272, 2.301493)  -0.0733
C (0.546720, 0.804086, -0.865639)  -0.4797
C (-0.267049, 1.746702, -1.789907)  -0.0711
H (-0.734263, -1.124969, -2.347138)  0.2440
H (-0.151531, -2.538965, -1.609928)  0.2054
H (-2.111875, -1.799572, -0.899625)  0.2088
H (-0.389312, -1.898207, 1.166048)  0.2716
H (-1.051507, 0.224052, 2.276568)  0.2187
H (-0.196764, 1.573414, 1.536464)  0.2221
H (1.212799, 0.663565, 3.141727)  0.1835
H (1.825250, 0.254662, 1.421986)  0.1673
H (1.156192, -1.822574, 3.932186)  0.4336
H (1.383903, 1.439805, -0.245541)  0.2068
H (1.438763, 0.299469, -1.450929)  0.2341
H (0.458491, 2.510330, -2.358198)  0.1659
H (-0.866847, 2.593105, -1.293783)  0.1502
H (-0.992319, 1.608229, -3.989669)  0.4176
O (0.891031, -1.470791, 2.439771)  -0.6866
O (-1.087559, 1.033082, -2.583995)  -0.6475

Cartesian forces, eV/Å:
C -1.83 -2.50 4.85
C 0.43 0.82 0.33
C -5.07 -3.60 0.29
C -1.81 -1.86 -3.75
C 4.20 0.19 -0.09
C 5.28 2.96 0.33
C 1.99 4.17 1.01
H -0.22 1.34 0.58
H -1.42 -0.61 0.02
H 3.84 -0.33 -2.63
H -0.72 1.37 -4.02
H 0.08 0.06 -0.75
H 0.34 2.51 0.71
H 1.00 -1.14 1.16
H -0.83 -0.91 2.77
H -0.90 1.43 -5.34
H -1.79 -0.05 -1.48
H -2.43 0.19 0.53
H -0.86 -2.18 0.92
H 0.50 -1.44 0.37
H -0.48 -2.16 5.18
O 1.55 0.78 5.91
O -0.82 0.95 -6.90

---

Entry 2:
Formula: C7H14O2
Source: OMol25
Level of theory: ωB97M-V/def2-TZVPD

Values from the calculation:
LUMO: 0.6 eV
SMILES string: C1CCCC1.CC(=O)O
E: -11577.0367 eV
Energy above the lowest of the compared OMol25 structures with the same formula, charge and spin: 412.17 kJ/mol

Last column: natural (NBO) charge in e.
CARTESIAN COORDINATES (ANGSTROEM)
C (-2.520051, 0.122686, -0.070186)  0.7674
C (-2.750398, 0.796881, 1.174136)  -0.7564
C (2.839933, -0.919580, 0.635215)  -0.4262
C (1.310435, -1.060414, 0.270515)  -0.3777
C (0.855965, 0.157697, -0.479233)  -0.4457
C (1.997397, 1.162811, -0.452093)  -0.4082
C (3.283053, 0.362174, -0.108686)  -0.4255
H (-3.082461, -0.968390, -1.459794)  0.5059
H (-1.800898, 1.484435, 1.203754)  0.2507
H (-3.728043, 1.529615, 1.449057)  0.2697
H (-2.720000, 0.090228, 2.044655)  0.2706
H (2.724481, -0.516506, 1.652324)  0.1905
H (3.493313, -1.726142, 0.760147)  0.2172
H (0.622578, -0.916549, 1.319765)  0.1747
H (1.247883, -2.131536, -0.183527)  0.2151
H (-0.042250, 0.542721, 0.113206)  0.2493
H (0.641863, -0.079883, -1.479049)  0.2090
H (1.948012, 2.133961, 0.290107)  0.1916
H (2.022457, 1.841148, -1.428884)  0.2130
H (4.191274, 0.716485, 0.571621)  0.2089
H (3.834418, 0.305935, -1.088701)  0.1996
O (-1.479196, 0.038424, -0.744889)  -0.6122
O (-3.452132, -0.793306, -0.452947)  -0.6813

Cartesian forces, eV/Å:
C 0.97 -4.00 -3.46
C 0.17 4.25 3.25
C -2.77 3.53 0.81
C -0.24 -2.62 2.89
C 0.45 1.50 2.25
C 1.29 4.42 0.74
C 3.16 0.15 -0.64
H -1.39 0.07 3.66
H -1.87 -1.05 0.62
H 2.53 -2.26 -1.56
H 0.12 0.42 -0.96
H 0.56 -0.24 0.09
H 0.75 -1.46 -0.64
H 2.04 -1.54 -2.55
H -0.93 2.04 0.54
H 2.27 -0.22 -1.65
H -0.72 -0.02 -1.22
H -0.56 -2.66 -1.02
H 0.39 -1.97 1.55
H -2.25 0.51 -1.24
H -0.50 -1.01 0.70
O -3.83 1.71 1.06
O 0.36 0.46 -3.23

---

Repeat the second record exactly.
Formula: C7H14O2
Source: OMol25
Level of theory: ωB97M-V/def2-TZVPD

Values from the calculation:
LUMO: 0.6 eV
SMILES string: C1CCCC1.CC(=O)O
E: -11577.0367 eV
Energy above the lowest of the compared OMol25 structures with the same formula, charge and spin: 412.17 kJ/mol

Last column: natural (NBO) charge in e.
CARTESIAN COORDINATES (ANGSTROEM)
C (-2.520051, 0.122686, -0.070186)  0.7674
C (-2.750398, 0.796881, 1.174136)  -0.7564
C (2.839933, -0.919580, 0.635215)  -0.4262
C (1.310435, -1.060414, 0.270515)  -0.3777
C (0.855965, 0.157697, -0.479233)  -0.4457
C (1.997397, 1.162811, -0.452093)  -0.4082
C (3.283053, 0.362174, -0.108686)  -0.4255
H (-3.082461, -0.968390, -1.459794)  0.5059
H (-1.800898, 1.484435, 1.203754)  0.2507
H (-3.728043, 1.529615, 1.449057)  0.2697
H (-2.720000, 0.090228, 2.044655)  0.2706
H (2.724481, -0.516506, 1.652324)  0.1905
H (3.493313, -1.726142, 0.760147)  0.2172
H (0.622578, -0.916549, 1.319765)  0.1747
H (1.247883, -2.131536, -0.183527)  0.2151
H (-0.042250, 0.542721, 0.113206)  0.2493
H (0.641863, -0.079883, -1.479049)  0.2090
H (1.948012, 2.133961, 0.290107)  0.1916
H (2.022457, 1.841148, -1.428884)  0.2130
H (4.191274, 0.716485, 0.571621)  0.2089
H (3.834418, 0.305935, -1.088701)  0.1996
O (-1.479196, 0.038424, -0.744889)  -0.6122
O (-3.452132, -0.793306, -0.452947)  -0.6813

Cartesian forces, eV/Å:
C 0.97 -4.00 -3.46
C 0.17 4.25 3.25
C -2.77 3.53 0.81
C -0.24 -2.62 2.89
C 0.45 1.50 2.25
C 1.29 4.42 0.74
C 3.16 0.15 -0.64
H -1.39 0.07 3.66
H -1.87 -1.05 0.62
H 2.53 -2.26 -1.56
H 0.12 0.42 -0.96
H 0.56 -0.24 0.09
H 0.75 -1.46 -0.64
H 2.04 -1.54 -2.55
H -0.93 2.04 0.54
H 2.27 -0.22 -1.65
H -0.72 -0.02 -1.22
H -0.56 -2.66 -1.02
H 0.39 -1.97 1.55
H -2.25 0.51 -1.24
H -0.50 -1.01 0.70
O -3.83 1.71 1.06
O 0.36 0.46 -3.23

---

Number 2 is which compound?
C7H14O2

---

Among the records above, which one has the lowest LUMO?
number 1

---

Which of these has the highest LUMO?
number 2